1.
The following is a quantum chemistry calculation of C28H32AsN3RuS4 as an isolated structure, from OMol25.

Geometry as XYZ:
```
69
C28H32AsN3RuS4 | OMol25 | ωB97M-V/def2-TZVPD
Ru -0.195 0.274 0.092
C 1.784 -2.626 -0.546
C 1.385 -2.570 0.916
S 1.188 -0.926 1.658
C 2.788 -0.063 1.599
C 3.180 0.470 0.237
S 1.782 1.331 -0.579
C 1.988 0.868 -2.317
C 1.946 -0.638 -2.594
S 0.720 -1.603 -1.634
H 1.698 -3.657 -0.892
H 2.816 -2.320 -0.702
H 2.098 -3.124 1.530
H 0.406 -3.024 1.084
H 3.553 -0.733 1.996
H 2.661 0.744 2.324
H 3.529 -0.310 -0.434
H 3.973 1.213 0.335
H 2.940 1.288 -2.651
H 1.199 1.414 -2.835
H 2.912 -1.110 -2.427
H 1.710 -0.792 -3.648
C -0.992 3.900 -5.486
C -0.741 2.533 -5.451
C -0.933 1.825 -4.275
C -1.385 2.501 -3.141
C -1.644 3.867 -3.165
C -1.441 4.562 -4.351
As -1.767 1.452 -1.584
C -3.096 2.424 -0.569
C -2.930 3.559 0.173
C -4.069 4.177 0.735
C -5.348 3.636 0.569
C -5.520 2.487 -0.166
C -4.395 1.856 -0.765
C -4.454 0.712 -1.606
C -5.648 0.039 -1.982
C -5.591 -1.006 -2.872
C -4.358 -1.409 -3.399
C -3.155 -0.775 -3.024
C -3.201 0.268 -2.142
H -0.838 4.451 -6.404
H -0.408 2.019 -6.344
H -0.757 0.753 -4.265
H -1.994 4.399 -2.291
H -1.641 5.624 -4.387
H -1.957 4.009 0.322
H -3.949 5.097 1.295
H -6.202 4.133 1.010
H -6.512 2.078 -0.300
H -6.604 0.358 -1.591
H -6.497 -1.510 -3.181
H -4.329 -2.216 -4.121
H -2.227 -1.108 -3.470
C -2.958 2.533 4.189
C -2.013 1.328 4.295
C -2.171 0.396 3.141
N -1.597 0.505 1.991
N -1.933 -0.481 1.088
C -2.789 -1.366 1.573
N -3.271 -2.407 0.898
S -3.236 -0.986 3.200
H -2.885 3.129 5.097
H -3.996 2.219 4.081
H -2.683 3.166 3.345
H -2.204 0.783 5.220
H -0.973 1.655 4.320
H -2.945 -2.611 -0.033
H -3.869 -3.088 1.341
```

Output
* 2S+1: 5
* total charge: +4
* HOMO level (spin up / spin down): -0.71243 / -0.71285 Eh
* orbital gap (spin up / spin down): 6.73 / 5.10 eV
* ⟨S²⟩: 6.0666

---

2.
The following is a quantum chemistry calculation of a 2-piece molecular cluster, C27H38F10I2NO8PS overall at a distorted geometry, from OMol25.

Geometry as XYZ:
```
88
C27H38F10I2NO8PS | OMol25 | ωB97M-V/def2-TZVPD
C 0.752 3.267 4.056
C -0.410 3.957 3.334
O -0.055 4.345 2.008
C -0.366 3.418 0.998
C -1.322 4.012 -0.034
O -0.723 4.573 -1.236
C -0.679 3.790 -2.312
O -1.279 4.012 -3.326
C 0.313 2.651 -2.220
C 1.664 2.957 -1.978
P 2.457 4.605 -1.774
O 1.783 5.507 -2.913
O 1.918 5.214 -0.418
S 4.372 4.490 -1.881
C 2.565 1.902 -1.930
N 2.213 0.616 -2.122
C 3.403 -0.283 -1.994
I 4.021 -1.248 -3.791
C 3.466 -1.173 -0.746
C 4.884 -1.110 -0.150
I 2.074 -0.542 0.757
C 0.883 0.290 -2.364
C 0.411 -1.172 -2.532
F 1.303 -2.080 -2.132
F -0.657 -1.294 -1.688
C -0.068 -1.599 -3.994
F -0.315 -0.536 -4.789
F 0.942 -2.297 -4.567
C -1.271 -2.592 -4.001
F -2.415 -1.989 -3.679
F -1.385 -3.069 -5.238
F -1.025 -3.585 -3.164
C -0.095 1.317 -2.415
C -1.572 1.110 -2.619
C -2.391 1.137 -1.288
C -3.438 0.031 -1.175
C -4.345 0.263 0.039
C -3.606 0.104 1.385
C -3.996 -1.182 2.116
O -2.979 -1.630 2.989
C -2.956 -1.034 4.268
H 0.433 2.434 4.679
H 1.291 3.993 4.664
H 1.459 2.910 3.306
H -1.314 3.343 3.333
H -0.660 4.886 3.848
H -0.854 2.531 1.418
H 0.549 3.059 0.519
H -2.058 3.264 -0.333
H -1.869 4.822 0.445
H 1.635 5.019 -3.737
H 2.088 6.171 -0.397
H 3.606 2.127 -1.729
H 4.223 0.414 -1.875
H 3.274 -2.213 -0.987
H 5.302 -0.105 -0.177
H 5.525 -1.805 -0.701
H 4.877 -1.465 0.879
H -1.949 1.918 -3.242
H -1.821 0.198 -3.136
H -2.964 2.070 -1.283
H -1.731 1.141 -0.419
H -4.057 0.030 -2.076
H -2.971 -0.946 -1.054
H -5.171 -0.452 0.021
H -4.799 1.256 -0.021
H -2.522 0.079 1.263
H -3.838 0.961 2.025
H -4.936 -1.050 2.666
H -4.168 -1.984 1.393
H -2.100 -0.359 4.369
H -3.863 -0.458 4.470
H -2.853 -1.809 5.029
C 1.322 -4.567 0.204
C 0.819 -5.840 0.892
O 1.552 -6.271 2.006
C 1.213 -5.667 3.322
O -0.043 -5.581 3.596
C 1.919 -4.286 3.448
F 3.168 -4.247 2.884
F 2.106 -3.960 4.743
F 1.253 -3.253 2.898
H 2.414 -4.568 0.153
H 0.918 -4.514 -0.814
H 1.004 -3.668 0.729
H 0.908 -6.656 0.167
H -0.244 -5.750 1.144
H 1.850 -6.302 3.988
```

Output
* total charge: 0
* HOMO level: -0.19885 Eh
* orbital gap: 2.01 eV

---

3.
The following is a quantum chemistry calculation of a 2-piece molecular cluster, C4H7NO overall, from OMol25.

Geometry as XYZ:
```
13
C4H7NO | OMol25 | ωB97M-V/def2-TZVPD
C 1.940 -0.298 0.334
C 0.653 -0.306 0.684
N -0.015 0.885 1.002
C -1.129 0.787 0.384
C -1.437 -0.627 -0.041
O -0.217 -1.289 0.277
H 2.550 0.563 0.577
H 2.347 -1.098 -0.271
H -1.782 1.639 0.217
H -1.681 -0.774 -1.100
H -2.258 -1.022 0.570
H 0.852 0.608 -1.266
H 0.177 0.932 -1.367
```

Output
* total charge: 0
* energy above the lowest of the compared OMol25 structures with the same formula, charge and spin: 335.98 kJ/mol
* HOMO level: -0.32289 Eh
* orbital gap: 9.66 eV
* SMILES: C=C1N=CCO1.[H][H]

---

4.
The following is a quantum chemistry calculation of C47H54Br47N3O6 as an isolated structure at a distorted geometry, from OMol25.

Geometry as XYZ:
```
157
C47H54Br47N3O6 | OMol25 | ωB97M-V/def2-TZVPD
C 1.159 -3.584 -1.700
C 0.583 -2.118 -1.816
C -0.671 -2.011 -2.777
C -0.814 -0.564 -3.391
N -1.840 0.302 -2.747
C -1.797 0.266 -1.323
C -2.859 -0.450 -0.602
N -3.917 -1.099 -1.320
C -5.123 -0.223 -1.337
C -6.378 -1.156 -1.461
C -2.831 -0.532 0.867
C -3.979 -1.324 1.499
Br -4.133 -3.259 1.587
C -4.990 -0.596 2.039
C -4.987 0.962 2.067
Br -6.555 -1.421 2.882
C -1.809 0.045 1.697
C -1.644 0.027 3.227
C -2.700 -0.637 4.142
O -2.214 -0.758 5.502
C -0.744 0.756 0.961
C -0.757 0.855 -0.499
C 0.402 1.579 -1.260
O 0.186 2.170 -2.279
C 1.803 1.507 -0.597
C 1.809 1.409 0.860
C 3.087 1.360 1.504
C 4.350 1.406 0.747
N 5.683 1.348 1.336
C 5.747 1.759 2.752
C 6.212 -0.024 1.244
C 7.694 -0.315 0.883
O 5.457 -0.928 1.469
C 4.313 1.530 -0.713
C 5.663 1.626 -1.502
C 5.808 3.105 -2.048
C 5.727 4.186 -0.933
O 4.707 4.796 -0.764
O 6.809 4.525 -0.135
C 3.009 1.560 -1.382
C 2.957 1.670 -2.928
C 0.465 1.402 1.647
O 0.470 1.939 2.725
H 0.642 -4.116 -0.868
H 1.081 -4.143 -2.663
H 2.223 -3.481 -1.360
H 1.404 -1.421 -2.115
H 0.241 -1.833 -0.783
H -1.606 -2.398 -2.312
H -0.441 -2.687 -3.647
H -1.101 -0.690 -4.469
H 0.168 -0.019 -3.401
H -2.768 0.079 -3.100
H -4.125 -2.024 -0.940
H -5.067 0.513 -2.176
H -5.153 0.401 -0.402
H -7.257 -0.600 -1.863
H -6.602 -1.699 -0.507
H -6.112 -1.950 -2.209
H -4.486 1.416 1.183
H -4.476 1.374 2.974
H -6.029 1.369 2.092
H -0.645 -0.445 3.458
H -1.525 1.093 3.566
H -3.013 -1.676 3.855
H -3.619 -0.002 4.227
H -1.264 -0.571 5.531
H 3.111 1.288 2.612
H 6.791 1.562 3.125
H 5.084 1.126 3.404
H 5.548 2.837 2.909
H 7.890 -1.413 0.908
H 8.417 0.195 1.572
H 7.931 0.032 -0.154
H 5.601 0.976 -2.411
H 6.532 1.321 -0.882
H 6.777 3.268 -2.593
H 5.006 3.364 -2.783
H 6.545 4.540 0.801
H 2.380 2.581 -3.224
H 2.441 0.793 -3.399
H 3.967 1.714 -3.400
C -8.901 2.240 -1.247
Br -9.385 0.405 -0.882
Br -8.240 3.135 0.335
Br -7.656 2.377 -2.720
H -9.807 2.754 -1.549
C 3.501 5.758 3.491
Br 2.600 7.127 2.469
Br 3.473 4.054 2.579
Br 5.306 6.280 3.959
H 2.953 5.639 4.420
C -1.901 -6.740 1.309
Br -1.343 -5.133 0.396
Br -1.710 -6.587 3.224
Br -3.691 -7.273 0.805
H -1.232 -7.527 0.987
C -0.401 -11.191 1.544
Br 0.143 -9.566 0.645
Br -0.214 -11.044 3.461
Br -2.186 -11.728 1.034
H 0.273 -11.975 1.217
C -2.997 -9.006 6.802
Br -1.135 -8.542 7.045
Br -4.168 -7.522 7.203
Br -3.327 -9.725 5.042
H -3.224 -9.792 7.514
C 10.223 4.912 -1.305
Br 11.386 5.548 0.105
Br 10.818 5.504 -3.046
Br 9.998 2.992 -1.238
H 9.246 5.353 -1.135
C -5.096 -13.062 7.575
Br -3.235 -12.610 7.837
Br -6.254 -11.566 7.974
Br -5.419 -13.770 5.806
H -5.336 -13.848 8.282
C -4.865 1.750 -5.772
Br -6.695 1.794 -6.387
Br -4.379 3.374 -4.843
Br -4.511 0.187 -4.694
H -4.233 1.683 -6.650
C 5.379 8.509 0.149
Br 7.155 7.826 0.470
Br 4.726 9.547 1.641
Br 5.276 9.486 -1.514
H 4.723 7.648 0.054
C 5.783 -3.836 -0.353
Br 4.872 -2.433 -1.323
Br 5.739 -5.520 -1.304
Br 7.591 -3.331 0.109
H 5.245 -3.981 0.578
C -7.207 6.501 -4.190
Br -8.335 5.574 -5.457
Br -6.950 8.356 -4.680
Br -7.862 6.325 -2.380
H -6.233 6.025 -4.224
C -2.233 6.326 -6.824
Br -1.422 5.089 -5.582
Br -3.873 7.069 -6.116
Br -1.000 7.707 -7.380
H -2.497 5.760 -7.711
C 8.544 11.978 -2.625
Br 9.448 13.245 -3.772
Br 8.945 10.153 -3.116
Br 8.907 12.313 -0.757
H 7.479 12.120 -2.772
C -13.134 -1.154 -0.451
Br -11.727 -2.419 -0.049
Br -13.266 0.224 0.898
Br -12.945 -0.407 -2.225
H -14.069 -1.704 -0.437
C 3.274 -7.985 2.199
Br 5.086 -8.594 2.493
Br 2.564 -7.062 3.741
Br 3.131 -6.915 0.595
H 2.662 -8.868 2.047
```

Output
* total charge: 0
* HOMO level: -0.30368 Eh
* orbital gap: 7.46 eV

---

5.
The following is a quantum chemistry calculation of a 9-piece molecular cluster, C24H67NO22S7 overall at a distorted geometry, from OMol25.

Geometry as XYZ:
```
121
C24H67NO22S7 | OMol25 | ωB97M-V/def2-TZVPD
N -3.111 -1.939 0.125
H -3.683 -1.234 0.591
H -3.528 -2.213 -0.762
H -3.011 -2.735 0.778
H -2.132 -1.490 -0.003
C 1.547 -1.361 -0.286
C 0.482 -0.436 0.343
C 0.825 0.995 -0.079
O -0.772 -0.808 -0.046
H 2.583 -1.053 -0.072
H 1.510 -1.291 -1.382
H 1.464 -2.395 0.062
H 0.637 -0.591 1.437
H 0.052 1.644 0.347
H 0.790 1.119 -1.165
H 1.799 1.301 0.312
O -1.867 4.706 -0.274
S -0.962 5.723 -0.722
O -0.761 6.874 0.086
O 0.452 5.064 -1.025
C 1.076 4.345 0.083
C 2.107 5.263 0.721
C -1.359 6.200 -2.372
H 1.479 3.466 -0.403
H 0.382 4.037 0.867
H 1.659 6.187 1.071
H 2.904 5.452 -0.004
H 2.637 4.734 1.518
H -1.079 5.396 -3.040
H -0.728 7.069 -2.565
H -2.396 6.516 -2.405
O -3.168 -3.484 -2.520
S -1.866 -4.065 -2.528
O -1.389 -4.874 -1.458
O -1.772 -4.903 -3.883
C -0.767 -5.929 -3.951
C -0.134 -5.891 -5.327
C -0.666 -2.801 -2.847
H -1.208 -6.913 -3.805
H 0.017 -5.788 -3.207
H 0.663 -6.632 -5.405
H 0.256 -4.916 -5.614
H -0.867 -6.183 -6.084
H -1.070 -1.971 -3.409
H 0.158 -3.324 -3.337
H -0.235 -2.538 -1.880
O -0.579 3.010 -3.107
S -1.932 2.532 -3.153
O -3.010 3.452 -3.080
O -2.124 1.693 -4.501
C -1.116 1.808 -5.521
C -1.626 1.127 -6.763
C -2.208 1.247 -1.982
H -0.195 1.335 -5.159
H -0.784 2.833 -5.699
H -2.685 1.327 -6.912
H -1.458 0.054 -6.688
H -1.094 1.486 -7.644
H -1.527 0.426 -2.173
H -3.269 1.011 -2.047
H -2.063 1.690 -1.005
O 6.911 1.062 -0.897
S 5.531 0.846 -1.081
O 4.653 0.674 0.036
O 5.006 2.037 -1.965
C 3.569 2.318 -1.989
C 3.339 3.559 -2.811
C 5.356 -0.493 -2.229
H 3.280 2.508 -0.957
H 3.128 1.387 -2.344
H 4.076 4.311 -2.529
H 2.339 3.978 -2.698
H 3.444 3.320 -3.871
H 5.747 -1.401 -1.776
H 6.013 -0.233 -3.056
H 4.334 -0.631 -2.569
O -3.433 -0.327 2.849
S -3.876 0.946 3.331
O -4.980 1.593 2.707
O -4.179 0.760 4.878
C -4.887 1.837 5.562
C -6.387 1.597 5.515
C -2.480 2.023 3.425
H -4.563 2.842 5.295
H -4.556 1.639 6.584
H -6.579 0.672 6.056
H -6.715 1.497 4.483
H -6.949 2.401 5.988
H -2.278 2.426 2.439
H -1.618 1.447 3.749
H -2.698 2.868 4.072
O 1.148 -0.020 5.161
S 2.475 0.081 4.656
O 3.595 0.226 5.525
O 2.663 -1.223 3.763
C 3.990 -1.519 3.273
C 4.082 -3.011 3.086
C 2.521 1.306 3.389
H 4.805 -1.162 3.900
H 4.081 -1.019 2.302
H 4.084 -3.502 4.070
H 5.058 -3.342 2.730
H 3.225 -3.419 2.561
H 1.673 1.082 2.742
H 3.458 1.262 2.840
H 2.346 2.293 3.813
O -2.970 -3.663 2.258
S -2.173 -3.883 3.442
O -2.750 -4.551 4.545
O -0.936 -4.740 2.939
C -0.144 -4.212 1.874
C 0.720 -5.320 1.325
C -1.429 -2.339 3.912
H 0.452 -3.328 2.114
H -0.772 -3.910 1.027
H 1.480 -4.853 0.691
H 0.204 -6.027 0.680
H 1.247 -5.852 2.119
H -0.565 -2.593 4.518
H -2.237 -1.851 4.452
H -1.156 -1.738 3.047
```

Output
* total charge: 0
* HOMO level: -0.29170 Eh
* orbital gap: 7.91 eV

---

6.
The following is a quantum chemistry calculation of a 2-piece molecular cluster, C2H5NO2 overall at a distorted geometry, from OMol25.

Geometry as XYZ:
```
10
C2H5NO2 | OMol25 | ωB97M-V/def2-TZVPD
C 1.813 0.871 -0.337
C -2.100 -0.128 0.147
N 0.820 0.126 -0.118
O 0.996 -1.233 0.108
O -1.639 -1.179 -0.226
H 1.495 1.975 -0.276
H 2.838 0.502 -0.523
H -2.156 0.002 1.145
H -2.320 0.591 -0.546
H 0.252 -1.527 0.625
```

Output
* 2S+1: 3
* total charge: 0
* energy above the lowest of the compared OMol25 structures with the same formula, charge and spin: 174.12 kJ/mol
* HOMO level (spin up / spin down): -0.24230 / -0.36703 Eh
* orbital gap (spin up / spin down): 7.66 / 7.75 eV
* ⟨S²⟩: 2.0050